{"formula": "C3H5N2PS", "method": "the ωB97M-V functional and the def2-TZVPD basis", "homo_energy_ev": -8.57, "multiplicity": 1, "de_lowest_kcal_mol": 5.3, "total_charge": 0, "smiles": "S=C1N=CCPN1", "symbols": ["S", "C", "N", "C", "C", "P", "N", "H", "H", "H", "H", "H"], "coordinates": [[-2.4554, -0.4037, -2.1060], [-1.1684, -0.2134, -1.0505], [-1.0334, 0.9744, -0.2336], [-0.2519, 1.0705, 0.7572], [0.6301, -0.0627, 1.2703], [1.4270, -0.9119, -0.1841], [0.0150, -0.9269, -1.1884], [-0.3375, 1.9669, 1.3412], [1.3411, 0.4243, 1.9882], [0.1265, -0.7868, 1.9561], [1.7409, 0.4193, -0.5337], [-0.0341, -1.5502, -2.0167]]}